The following is a quantum chemistry calculation of C21H32BBr27ClN2O4 as an isolated structure at a distorted geometry, from the Open Molecules 2025 dataset.

The geometry in XYZ format:
```
88
Properties=species:S:1:pos:R:3:forces:R:3
C 1.6295 2.4526 3.5354 -0.1 -0.4 0.1
C 1.0960 1.3559 2.6055 -0.2 0.4 0.3
N 1.2995 0.0343 3.2014 0.7 -0.2 -0.4
C 0.8649 -1.0695 2.2853 -0.6 -0.1 0.2
C -0.2818 -1.9194 2.8798 0.0 0.4 -0.2
B -1.5535 -1.7108 1.9092 0.2 -0.6 0.2
O -2.8359 -2.4006 2.2157 -0.4 0.2 -0.1
C -3.7355 -1.7161 1.3558 1.2 -0.4 0.5
C -3.2595 -0.2228 1.4020 -1.2 -0.1 0.6
C -4.2177 0.5990 2.3191 0.4 0.3 -0.3
C -3.4640 1.6459 3.1461 -0.2 -0.3 0.2
N -2.9018 1.1379 4.3983 0.2 0.2 0.0
C -3.2805 0.5143 0.0295 0.5 0.4 0.2
C -2.0517 0.2956 -0.8012 0.2 -0.7 -0.1
O -1.6970 -0.7114 -1.3069 0.0 0.2 -0.1
Cl -1.0417 1.7721 -1.1042 -0.1 0.2 0.2
O -1.9866 -0.2605 1.9575 0.2 0.1 -0.7
C 2.6737 -0.1904 3.5330 -0.2 -0.1 0.6
C 3.7388 0.0404 2.4806 -0.1 0.1 -0.1
O 2.9894 -0.6072 4.6266 0.0 0.1 -0.4
H 1.6289 2.0608 4.5528 0.0 0.1 0.1
H 0.9812 3.3246 3.5391 0.1 0.2 -0.2
H 2.6480 2.7418 3.2797 0.1 0.1 0.0
H 1.5361 1.4474 1.6063 0.0 0.0 -0.1
H 0.0222 1.4908 2.4844 -0.1 -0.2 -0.1
H 0.5089 -0.6051 1.3640 0.1 0.1 -0.1
H 1.7040 -1.7066 1.9925 0.2 0.1 0.1
H -0.4502 -1.5293 3.8857 -0.1 -0.2 0.2
H 0.0328 -2.9607 2.9492 -0.1 -0.1 0.1
H -1.2381 -2.0619 0.7635 0.1 0.2 -0.1
H -4.7257 -1.9066 1.7696 -0.4 0.4 -0.4
H -3.6116 -2.0926 0.3342 -0.3 0.0 0.1
H -4.9453 1.1254 1.6939 -0.2 -0.1 0.0
H -4.7867 -0.0526 2.9817 0.1 -0.1 0.1
H -2.6462 2.0377 2.5424 0.0 0.2 0.0
H -4.1447 2.4687 3.3787 0.0 0.1 0.0
H -3.4455 0.3463 4.7186 0.0 0.0 0.0
H -1.9814 0.7607 4.2078 0.0 -0.1 -0.1
H -3.3440 1.5781 0.2476 -0.1 0.1 -0.1
H -4.1230 0.2229 -0.5993 -0.2 -0.1 0.1
H 4.1093 -0.9328 2.1653 0.1 -0.1 0.0
H 4.5543 0.6089 2.9193 0.1 0.0 0.0
H 3.3656 0.5544 1.6003 0.0 0.1 -0.1
C 1.4105 -5.0950 5.6553 0.0 0.1 -0.1
Br 1.2161 -6.3179 4.1761 0.0 0.0 0.0
Br 2.3157 -3.4877 5.1360 -0.1 0.0 0.1
Br -0.2917 -4.7120 6.4693 0.0 0.0 0.0
H 2.0151 -5.5927 6.3977 0.0 0.0 0.0
C -2.7757 -2.9328 -3.5293 0.0 0.1 0.1
Br -2.0075 -4.6968 -3.4836 0.0 0.0 0.0
Br -3.5691 -2.5678 -5.2513 -0.1 0.0 0.1
Br -3.9996 -2.6526 -2.0838 -0.2 -0.3 -0.4
H -1.9677 -2.2272 -3.3932 0.0 0.0 0.0
C 8.1701 -1.5289 -0.6753 0.0 0.0 -0.1
Br 9.6076 -0.4121 -0.0506 0.0 0.1 0.0
Br 7.4809 -2.6381 0.7329 -0.1 0.0 0.0
Br 6.7769 -0.5257 -1.5543 0.1 -0.2 0.1
H 8.5935 -2.1851 -1.4201 0.0 0.0 0.0
C 1.9580 4.8534 -1.4700 0.0 0.0 0.0
Br 0.9320 4.2487 -2.9772 0.1 0.0 0.0
Br 0.9677 4.7231 0.1657 0.0 0.0 0.1
Br 3.6541 3.9398 -1.3435 0.0 -0.1 0.1
H 2.1765 5.8980 -1.6320 0.0 0.0 0.0
C -5.5949 -2.0067 6.3411 0.0 -0.1 -0.1
Br -4.4458 -1.1442 7.6221 0.0 0.0 0.0
Br -4.6172 -2.5824 4.7966 0.2 0.1 -0.1
Br -6.5941 -3.4483 7.1524 0.0 0.0 0.0
H -6.3166 -1.2710 6.0195 0.0 0.0 0.0
C -3.6787 -4.9373 -8.3792 0.0 0.0 0.0
Br -4.9956 -3.5539 -8.6162 0.0 0.0 0.0
Br -3.7411 -6.2183 -9.8153 0.0 0.0 0.0
Br -1.9204 -4.2049 -8.1550 0.1 0.0 -0.1
H -3.9260 -5.4626 -7.4681 0.0 0.0 0.0
C 7.4684 3.7742 -1.5308 0.0 0.0 0.1
Br 8.4835 2.8329 -2.8665 0.0 0.0 0.0
Br 7.3036 2.7720 0.1026 0.0 0.1 0.0
Br 8.2015 5.5246 -1.2073 0.0 0.0 0.0
H 6.4740 3.9185 -1.9269 0.0 0.0 0.0
C -0.4164 6.2155 -6.8365 0.0 0.0 0.1
Br 0.8097 7.2154 -5.7435 0.0 0.0 0.0
Br 0.4122 5.6399 -8.4700 0.0 -0.1 0.0
Br -1.2301 4.7722 -5.8425 0.0 0.1 -0.1
H -1.2162 6.8863 -7.1107 0.0 0.0 0.0
C 0.6712 0.7038 -8.6758 0.0 0.0 0.1
Br -0.0993 1.9812 -7.4656 0.1 -0.1 -0.1
Br 1.7119 1.5780 -10.0430 0.0 0.0 0.0
Br 1.7012 -0.6295 -7.7498 0.0 0.0 0.0
H -0.1404 0.1938 -9.1726 0.0 0.0 0.0
```
Positions in Å, forces in eV/Å.

Values from the calculation:
HOMO energy: -0.1862 hartree
Charge: -1
Multiplicity: 1
HOMO-LUMO gap: 6.09 eV
Energy: -1937812.218 eV